Density functional theory data (wB97M-V/def2-TZVPD) for 3 unconnected molecules or ions with the total composition C17H44N2O6P in a non-equilibrium geometry.

Last column: Mulliken charge in e.
CARTESIAN COORDINATES (ANGSTROEM)
C 1.41 2.30 -4.27  -0.753
C 1.69 1.28 -3.03  -0.584
P 3.14 1.98 -1.98  -0.110
C 3.93 0.27 -1.64  -0.991
C 4.15 -0.14 -0.12  -0.133
C 4.12 1.00 0.96  0.367
O 4.90 1.94 1.10  -0.531
O 3.09 0.88 1.97  -0.433
H 0.64 3.06 -3.93  0.119
H 2.39 2.84 -4.51  0.506
H 1.03 1.69 -5.17  0.120
H 0.75 1.32 -2.38  -0.033
H 1.88 0.27 -3.51  0.311
H 2.26 1.93 -0.82  -0.312
H 4.21 2.63 -1.25  0.056
H 3.95 2.05 -3.21  0.022
H 2.63 3.32 -2.29  0.111
H 4.96 0.29 -2.15  0.268
H 3.38 -0.61 -2.14  0.339
H 5.19 -0.62 -0.05  0.300
H 3.43 -1.00 0.14  0.075
H 2.49 1.65 1.93  0.275
C -5.28 0.52 -1.55  -0.759
O -4.21 -0.33 -1.93  -0.280
C -4.54 -1.22 -2.99  -0.823
C -3.79 -0.85 -4.27  -0.155
N -4.29 0.40 -4.83  -0.351
C -3.44 0.95 -5.90  -0.999
C -2.01 1.37 -5.52  -0.300
O -1.95 2.49 -4.65  -0.426
C -2.08 2.18 -3.27  -0.588
H -4.98 1.05 -0.64  0.237
H -5.49 1.26 -2.33  0.309
H -6.18 -0.06 -1.33  0.337
H -5.62 -1.26 -3.17  0.398
H -4.22 -2.22 -2.68  0.385
H -3.91 -1.65 -5.00  0.383
H -2.72 -0.78 -4.01  0.147
H -4.35 1.09 -4.10  0.132
H -3.95 1.83 -6.29  0.383
H -3.39 0.22 -6.72  0.416
H -1.51 1.68 -6.44  0.393
H -1.41 0.54 -5.13  0.330
H -1.66 1.20 -3.02  0.215
H -3.12 2.25 -2.97  0.248
H -1.54 2.94 -2.70  0.369
C -0.25 -2.34 2.77  -0.687
O 1.00 -2.66 3.36  -0.389
C 1.90 -1.55 3.42  -0.765
C 2.12 -1.11 4.86  -0.150
N 0.92 -0.49 5.42  -0.343
C 0.97 -0.29 6.87  -0.703
C 1.06 -1.55 7.75  -0.476
O -0.11 -2.36 7.73  -0.429
C -0.16 -3.29 6.65  -0.534
H -0.80 -3.27 2.63  0.249
H -0.83 -1.69 3.43  0.285
H -0.12 -1.86 1.80  0.318
H 1.56 -0.71 2.80  0.454
H 2.86 -1.89 3.01  0.314
H 2.95 -0.40 4.90  0.438
H 2.41 -2.00 5.44  0.152
H 0.12 -1.07 5.21  0.060
H 0.06 0.25 7.15  0.370
H 1.81 0.37 7.11  0.403
H 1.16 -1.21 8.79  0.352
H 1.96 -2.15 7.55  0.344
H 0.83 -3.64 6.35  0.280
H -0.68 -2.84 5.80  0.175
H -0.76 -4.14 6.98  0.295

Output
HOMO level in eV: -3.5
Orbital gap in Ha: 0.2196
Spin multiplicity: 1
Lowest unoccupied orbital energy in eV: 2.468
Total charge: -1

***

Density functional theory data (wB97M-V/def2-TZVPD) for 5 unconnected molecules or ions with the total composition C17H44N3O8S in a non-equilibrium geometry.

Last column: Mulliken charge in e.
CARTESIAN COORDINATES (ANGSTROEM)
O 5.22 3.72 3.25  -0.046
H 4.95 2.94 3.74  0.341
H 5.37 3.43 2.34  0.361
H 6.10 3.95 3.57  0.526
S 4.99 0.48 3.62  1.225
O 5.83 0.83 2.45  -0.723
O 4.31 1.68 4.15  -1.006
O 4.00 -0.56 3.25  -0.483
O 5.80 -0.06 4.73  -0.507
C 6.32 1.57 -1.10  -1.471
C 5.59 2.74 -0.42  0.151
C 4.06 2.44 -0.31  -0.789
O 3.49 2.06 -1.52  -0.388
C 2.26 2.78 -1.91  -0.696
N 6.24 2.96 0.82  -0.224
H 7.32 1.87 -1.43  0.362
H 5.79 1.07 -1.91  0.395
H 6.48 0.68 -0.48  0.302
H 5.69 3.62 -1.06  0.288
H 3.59 3.35 0.05  0.468
H 3.81 1.70 0.45  0.283
H 1.68 2.94 -1.00  0.326
H 1.61 2.17 -2.55  0.267
H 2.39 3.72 -2.45  0.265
H 7.19 3.19 0.58  0.162
H 6.27 2.11 1.37  0.392
C 9.72 4.70 3.93  -1.537
C 8.23 4.83 3.83  0.130
C 7.93 5.38 2.43  -0.873
O 6.61 5.88 2.47  -0.186
C 6.25 6.65 1.36  -0.900
N 7.64 3.59 4.09  -0.560
H 10.00 4.63 4.98  0.411
H 10.19 5.63 3.60  0.412
H 10.09 3.86 3.35  0.421
H 7.83 5.62 4.47  0.267
H 8.30 4.57 1.80  0.250
H 8.61 6.21 2.21  0.609
H 6.30 6.01 0.48  0.291
H 6.87 7.54 1.25  0.351
H 5.24 7.04 1.41  0.266
H 7.83 3.20 5.00  0.330
H 8.13 2.94 3.48  0.278
C 3.36 0.67 7.95  -1.834
C 3.21 2.17 8.38  1.514
C 4.07 2.36 9.62  -1.172
C 4.36 3.84 10.02  -0.687
C 4.85 4.59 8.84  -1.412
C 3.99 4.45 7.54  2.030
N 3.77 3.01 7.28  0.534
O 3.01 2.85 6.08  -0.400
C 2.69 5.27 7.68  -1.820
C 4.91 5.14 6.49  -2.372
C 1.75 2.45 8.71  -1.695
H 2.70 0.00 8.51  0.363
H 2.88 0.66 6.97  0.464
H 4.37 0.27 7.86  0.361
H 3.62 1.90 10.51  0.373
H 5.06 1.91 9.52  0.365
H 3.48 4.38 10.35  0.318
H 5.10 3.82 10.82  0.419
H 5.88 4.29 8.65  0.474
H 4.96 5.65 9.05  0.441
H 1.92 5.00 6.95  0.352
H 2.74 6.33 7.46  0.432
H 2.30 5.18 8.69  0.332
H 4.45 5.38 5.54  0.469
H 5.78 4.49 6.36  0.375
H 5.24 6.12 6.83  0.484
H 1.34 1.75 9.43  0.480
H 1.64 3.44 9.16  0.335
H 1.08 2.54 7.85  0.310
H 3.58 2.35 5.50  0.425

Output
HOMO level (spin up / spin down) in eV: -8.1 / -8.1
Orbital gap (spin up / spin down) in Ha: 0.3119 / 0.1757
Spin multiplicity: 2
Lowest unoccupied orbital energy (spin up / spin down) in eV: 0.349 / -3.357
Total charge: 0

***

Density functional theory data (wB97M-V/def2-TZVPD) for a molecular structure, C17H44O4SbSi3W in a non-equilibrium geometry.

Last column: Mulliken charge in e.
CARTESIAN COORDINATES (ANGSTROEM)
W -1.31 0.20 1.31  0.882
C -3.20 0.09 -0.68  -0.340
C -3.39 -1.16 0.18  -0.720
O -2.13 -1.51 0.70  -0.472
C -2.14 -2.35 1.85  -0.495
C -0.78 -2.20 2.53  -0.332
O -0.40 -0.84 2.76  -0.102
C -0.87 -0.27 3.98  -0.427
C -2.27 0.33 3.87  -0.394
O -2.27 1.20 2.75  0.005
C -3.54 1.51 2.20  -0.460
C -3.31 2.02 0.78  -0.478
O -2.49 1.14 0.00  -0.259
H -4.15 0.45 -1.08  0.557
H -2.57 -0.18 -1.54  0.071
H -3.77 -1.99 -0.43  0.616
H -4.11 -0.98 0.97  0.219
H -2.30 -3.38 1.53  0.673
H -2.95 -2.07 2.52  0.476
H -0.01 -2.61 1.86  -0.026
H -0.74 -2.78 3.46  0.627
H -0.17 0.54 4.22  0.302
H -0.81 -1.00 4.80  0.494
H -2.51 0.91 4.77  0.606
H -3.03 -0.45 3.76  0.432
H -4.00 2.30 2.81  0.624
H -4.19 0.64 2.21  0.207
H -2.75 2.96 0.83  0.338
H -4.25 2.23 0.27  0.483
C 2.73 -1.84 -3.09  -0.937
Si 1.31 -1.90 -1.88  0.388
C 1.66 -3.27 -0.67  -0.794
C -0.23 -2.32 -2.84  -0.794
Sb 0.81 0.20 -0.52  -0.640
Si 3.09 0.63 0.51  0.389
C 4.55 0.20 -0.56  -0.947
C 3.24 2.41 1.05  -0.954
C 3.17 -0.42 2.05  -0.691
Si 0.57 1.91 -2.39  0.380
C -1.20 1.79 -2.98  -0.579
C 0.82 3.64 -1.74  -0.970
C 1.69 1.65 -3.86  -0.957
H 2.81 -2.83 -3.59  0.403
H 3.69 -1.64 -2.58  0.292
H 2.57 -1.07 -3.86  0.294
H 1.80 -4.22 -1.22  0.461
H 0.80 -3.38 0.03  0.101
H 2.58 -3.03 -0.09  0.280
H -0.08 -3.27 -3.39  0.448
H -0.44 -1.51 -3.57  0.273
H -1.09 -2.42 -2.15  0.078
H 4.50 0.77 -1.51  0.329
H 4.55 -0.89 -0.73  0.264
H 5.48 0.47 -0.01  0.419
H 3.25 3.07 0.16  0.268
H 4.18 2.55 1.61  0.391
H 2.38 2.68 1.70  0.277
H 3.09 -1.49 1.78  0.253
H 2.33 -0.15 2.73  0.022
H 4.13 -0.24 2.58  0.451
H -1.88 1.98 -2.13  -0.109
H -1.39 0.78 -3.39  0.266
H -1.38 2.55 -3.78  0.511
H 0.15 3.81 -0.87  0.268
H 0.59 4.37 -2.54  0.398
H 1.87 3.77 -1.43  0.271
H 1.42 0.70 -4.35  0.265
H 2.75 1.65 -3.53  0.318
H 1.52 2.47 -4.59  0.433
H -1.97 -0.94 2.45  -0.920

Output
HOMO level (spin up / spin down) in eV: -17.3 / -17.5
Orbital gap (spin up / spin down) in Ha: 0.2489 / 0.2558
Spin multiplicity: 3
Lowest unoccupied orbital energy (spin up / spin down) in eV: -10.488 / -10.491
Total charge: +3

***

Density functional theory data (wB97M-V/def2-TZVPD) for 12 unconnected molecules or ions with the total composition C17H45F4N13O24S in a non-equilibrium geometry.

Last column: Mulliken charge in e.
CARTESIAN COORDINATES (ANGSTROEM)
N -4.59 3.70 3.41  -0.722
C -4.73 2.22 3.06  -0.157
C -3.94 1.83 1.65  -0.475
C -3.57 0.23 1.77  -0.327
C -2.37 -0.28 0.76  -0.382
C -0.92 -0.52 1.54  0.546
N -0.44 -1.95 1.49  0.035
C 1.06 -2.08 1.43  0.678
F 1.59 -3.37 2.01  -0.252
F 1.42 -2.13 -0.04  -0.195
F 1.82 -0.99 2.09  -0.175
S -1.16 -2.95 2.73  1.100
O -0.47 -2.87 4.12  -0.542
O -1.17 -4.48 2.32  -0.537
F -2.84 -2.58 3.04  -0.268
H -5.21 3.84 4.26  0.284
H -3.58 3.92 3.65  0.244
H -4.22 1.63 3.96  0.119
H -5.85 1.85 3.04  0.242
H -4.60 2.10 0.70  0.253
H -2.94 2.44 1.57  0.228
H -3.15 0.07 2.88  0.083
H -4.52 -0.45 1.56  0.310
H -2.23 0.59 -0.04  0.096
H -2.68 -1.25 0.17  0.312
H -0.16 0.20 0.97  -0.216
H -0.97 -0.07 2.65  0.014
C 0.92 0.07 5.23  -0.392
N 0.23 1.37 5.05  0.935
O -0.11 1.68 3.90  -0.489
O 0.06 2.05 6.07  -0.570
H 1.01 -0.42 4.25  -0.041
H 1.91 0.27 5.65  0.216
H 0.32 -0.54 5.91  0.322
C -7.99 1.46 6.56  -0.743
N -7.44 1.56 5.18  0.775
O -8.20 1.98 4.30  -0.495
O -6.26 1.22 5.02  -0.449
H -9.03 1.80 6.55  0.299
H -7.92 0.42 6.86  0.289
H -7.38 2.11 7.20  0.288
C 2.79 2.17 -0.72  -0.982
N 1.32 2.28 -0.53  0.870
O 0.81 3.40 -0.71  -0.448
O 0.71 1.26 -0.20  -0.705
H 3.18 3.14 -1.01  0.287
H 3.22 1.84 0.22  0.332
H 2.96 1.43 -1.51  0.409
C -0.17 0.80 -3.03  -0.208
N -1.07 1.45 -4.03  0.961
O -0.53 1.95 -5.02  -0.553
O -2.28 1.43 -3.79  -0.561
H 0.86 0.89 -3.37  0.250
H -0.31 1.32 -2.08  -0.080
H -0.46 -0.25 -2.96  0.208
C 4.42 2.77 5.73  -0.752
N 4.23 1.81 4.61  0.875
O 4.17 2.28 3.47  -0.498
O 4.14 0.61 4.91  -0.510
H 4.48 3.78 5.33  0.306
H 3.56 2.67 6.40  0.283
H 5.35 2.50 6.24  0.315
C 5.62 -0.74 -3.16  -0.570
N 4.93 0.57 -3.33  0.918
O 4.59 0.88 -4.48  -0.550
O 4.76 1.25 -2.32  -0.591
H 5.71 -1.22 -4.13  0.160
H 6.61 -0.54 -2.74  0.302
H 5.02 -1.34 -2.48  0.259
C 0.83 6.33 -0.49  -0.632
N 1.73 7.50 -0.30  0.871
O 1.19 8.62 -0.26  -0.525
O 2.94 7.27 -0.19  -0.533
H -0.20 6.68 -0.57  0.319
H 1.14 5.83 -1.41  0.268
H 0.96 5.68 0.38  0.241
C -0.93 -2.71 -4.95  -0.735
N 0.40 -2.90 -4.31  0.870
O 0.42 -3.09 -3.09  -0.471
O 1.39 -2.84 -5.05  -0.524
H -1.71 -2.79 -4.18  0.306
H -0.94 -1.72 -5.41  0.308
H -1.05 -3.50 -5.70  0.265
C 5.35 0.35 -7.67  -0.471
N 5.58 -1.11 -7.70  0.873
O 5.59 -1.71 -6.62  -0.508
O 5.75 -1.62 -8.82  -0.532
H 5.22 0.67 -6.63  0.098
H 6.22 0.84 -8.11  0.294
H 4.45 0.56 -8.25  0.284
C -2.74 -6.30 4.26  -0.482
N -4.00 -7.06 4.07  0.861
O -5.02 -6.41 3.79  -0.514
O -3.94 -8.29 4.21  -0.532
H -2.94 -5.24 4.11  0.061
H -2.39 -6.48 5.27  0.295
H -2.02 -6.66 3.52  0.271
C 2.13 -4.62 -8.61  -0.700
N 0.66 -4.50 -8.41  0.841
O 0.16 -3.39 -8.60  -0.491
O 0.06 -5.53 -8.08  -0.511
H 2.53 -3.65 -8.90  0.295
H 2.57 -4.95 -7.66  0.276
H 2.30 -5.36 -9.40  0.295

Output
HOMO level in eV: -8.9
Orbital gap in Ha: 0.2501
Spin multiplicity: 1
Lowest unoccupied orbital energy in eV: -2.069
Total charge: 0
SMILES: NCCCCCN(C(F)(F)F)S(=O)(=O)F.C[N+](=O)[O-].C[N+](=O)[O-].C[N+](=O)[O-].C[N+](=O)[O-].C[N+](=O)[O-].C[N+](=O)[O-].C[N+](=O)[O-].C[N+](=O)[O-].C[N+](=O)[O-].C[N+](=O)[O-].C[N+](=O)[O-]

***

Density functional theory data (wB97M-V/def2-TZVPD) for a molecular structure, C17H45O16PbS5 in a non-equilibrium geometry.

Last column: Mulliken charge in e.
CARTESIAN COORDINATES (ANGSTROEM)
Pb 0.18 0.23 -0.11  1.817
C 2.84 -3.50 -1.10  -1.170
C 1.39 -3.10 -0.88  -0.185
O 1.16 -1.76 -0.60  -0.389
H 3.42 -2.66 -1.51  0.158
H 2.92 -4.28 -1.86  0.434
H 3.35 -3.82 -0.19  0.151
H 0.95 -3.75 -0.10  -0.161
H 0.78 -3.38 -1.75  0.374
O 1.51 1.28 -4.76  -0.578
S 1.45 0.39 -3.65  0.903
O 1.03 0.87 -2.37  -0.332
O 0.45 -0.78 -3.99  -0.162
C 0.59 -1.41 -5.29  -0.424
C -0.78 -1.44 -5.95  -1.264
C 3.04 -0.46 -3.54  -1.003
H 0.95 -2.43 -5.17  0.328
H 1.29 -0.86 -5.91  0.487
H -0.61 -1.66 -7.01  0.400
H -1.24 -0.45 -5.96  0.268
H -1.39 -2.22 -5.50  0.311
H 2.76 -1.51 -3.48  0.226
H 3.55 -0.12 -2.64  0.304
H 3.53 -0.26 -4.48  0.462
O -0.34 -2.46 4.39  -0.710
S -0.03 -2.38 3.00  0.841
O 0.02 -1.12 2.32  0.059
O 1.35 -3.13 2.78  -0.140
C 1.55 -4.34 3.57  -0.410
C 2.31 -5.27 2.66  -1.061
C -1.12 -3.46 2.11  -0.921
H 0.63 -4.80 3.94  0.485
H 2.14 -4.06 4.44  0.246
H 1.72 -5.61 1.81  0.267
H 2.75 -6.13 3.16  0.448
H 3.18 -4.77 2.22  0.192
H -2.14 -3.07 2.11  0.440
H -1.00 -4.47 2.48  0.391
H -0.78 -3.40 1.07  0.066
O -0.62 1.69 1.92  -0.240
S -1.26 2.33 3.04  0.895
O -0.48 3.11 3.93  -0.600
O -2.45 3.24 2.55  -0.313
C -3.33 2.74 1.55  0.217
C -4.18 3.88 1.00  -1.171
C -2.11 1.09 4.01  -0.920
H -3.99 1.95 1.94  0.284
H -2.90 2.23 0.69  -0.016
H -4.58 3.56 0.05  0.182
H -3.50 4.71 0.79  0.334
H -4.92 4.22 1.73  0.419
H -2.52 1.63 4.86  0.420
H -1.34 0.47 4.47  0.231
H -2.79 0.54 3.37  0.328
O 2.51 0.52 0.49  -0.557
S 3.58 0.29 1.44  1.053
O 4.71 1.15 1.52  -0.683
O 2.92 0.29 2.89  -0.231
C 2.60 1.60 3.43  0.026
C 2.41 1.44 4.91  -1.273
C 4.02 -1.42 1.41  -0.530
H 1.67 1.92 2.95  -0.052
H 3.40 2.31 3.23  0.480
H 3.25 0.92 5.39  0.385
H 1.52 0.88 5.18  0.197
H 2.32 2.38 5.45  0.388
H 3.02 -1.87 1.44  -0.208
H 4.44 -1.68 2.38  0.430
H 4.59 -1.62 0.52  0.461
O -1.39 2.24 -3.83  -0.652
S -2.05 2.33 -2.57  0.965
O -1.39 1.95 -1.35  -0.562
O -2.55 3.80 -2.28  -0.105
C -3.26 4.44 -3.37  -0.223
C -4.17 5.47 -2.73  -1.165
C -3.54 1.37 -2.71  -1.031
H -3.79 3.72 -3.99  0.388
H -2.58 5.01 -4.01  0.237
H -4.93 5.86 -3.41  0.412
H -3.60 6.33 -2.38  0.310
H -4.80 5.04 -1.95  0.227
H -3.15 0.35 -2.65  0.372
H -3.99 1.49 -3.69  0.466
H -4.19 1.61 -1.87  0.278

Output
HOMO level in eV: -10.8
Orbital gap in Ha: 0.3065
ΔE to the lowest compared entry with this formula, charge and spin in kJ/mol: 0.00
Spin multiplicity: 1
Lowest unoccupied orbital energy in eV: -2.495
Total charge: +1

***

Density functional theory data (wB97M-V/def2-TZVPD) for 5 unconnected molecules or ions with the total composition C17H45O6PS5.

Last column: Mulliken charge in e.
CARTESIAN COORDINATES (ANGSTROEM)
C 1.76 -1.97 -0.05  -0.808
C 1.13 -1.47 -1.31  0.713
O 0.97 -2.14 -2.29  -0.592
O 0.76 -0.17 -1.23  -0.198
C -0.39 0.23 -2.01  -1.024
C -1.38 0.90 -1.09  -0.055
C -1.79 -0.01 0.07  -0.410
C -3.10 0.43 0.74  -1.301
P -4.62 -0.51 0.07  0.387
C -6.13 -1.44 -0.59  -1.010
C -6.13 -1.87 -2.07  -0.667
C -4.76 -2.01 -2.74  -0.538
S -3.83 -3.49 -2.25  -0.158
H 1.94 -1.18 0.67  0.051
H 1.10 -2.73 0.37  0.277
H 2.70 -2.45 -0.30  0.348
H -0.06 0.88 -2.81  0.394
H -0.82 -0.66 -2.47  0.506
H -2.25 1.22 -1.67  0.343
H -0.93 1.80 -0.66  -0.007
H -1.87 -1.05 -0.28  0.354
H -0.99 0.00 0.81  0.250
H -3.25 1.51 0.59  0.445
H -3.07 0.26 1.82  0.550
H -4.75 0.43 -1.00  -0.046
H -5.30 -0.34 1.31  -0.006
H -3.80 -1.66 -0.08  -0.175
H -6.33 -2.30 0.07  0.443
H -6.96 -0.75 -0.43  0.509
H -6.62 -2.84 -2.17  0.304
H -6.73 -1.17 -2.64  0.358
H -4.90 -2.15 -3.81  0.394
H -4.15 -1.12 -2.62  0.194
H -4.20 -3.54 -0.97  0.133
C -2.40 -8.49 -0.19  -0.940
S -2.38 -7.01 -1.20  0.502
O -2.96 -5.92 -0.37  -0.583
C -3.68 -7.52 -2.33  -0.888
H -1.69 -8.34 0.62  0.308
H -3.40 -8.63 0.22  0.300
H -2.10 -9.35 -0.79  0.365
H -4.59 -7.73 -1.76  0.286
H -3.35 -8.40 -2.88  0.389
H -3.86 -6.70 -3.02  0.270
C -0.49 6.87 -1.78  -0.980
S -0.35 5.08 -1.88  0.514
O -1.71 4.53 -1.62  -0.611
C 0.59 4.88 -0.37  -0.412
H -1.09 7.20 -2.63  0.343
H -0.99 7.14 -0.85  0.294
H 0.50 7.31 -1.84  0.361
H 0.03 5.30 0.47  0.364
H 1.56 5.37 -0.47  0.487
H 0.74 3.82 -0.22  -0.345
C 2.81 1.56 0.91  -0.907
S 2.88 3.22 1.59  0.530
O 3.62 4.05 0.60  -0.640
C 4.03 2.85 2.91  -0.835
H 2.15 1.58 0.04  0.202
H 3.82 1.25 0.61  0.451
H 2.40 0.88 1.66  0.325
H 4.95 2.43 2.50  0.132
H 3.57 2.15 3.61  0.369
H 4.25 3.78 3.42  0.398
C 8.18 3.92 2.93  -0.921
S 8.34 2.13 2.87  0.477
O 7.00 1.58 3.22  -0.594
C 9.35 1.97 4.35  -0.943
H 7.53 4.22 2.11  0.306
H 7.74 4.21 3.88  0.290
H 9.16 4.37 2.80  0.391
H 8.82 2.40 5.19  0.305
H 10.30 2.47 4.18  0.367
H 9.52 0.91 4.51  0.318

Output
HOMO level in eV: -7.8
Orbital gap in Ha: 0.3095
ΔE to the lowest compared entry with this formula, charge and spin in kJ/mol: 0.00
Spin multiplicity: 1
Lowest unoccupied orbital energy in eV: 0.668
Total charge: 0

***

Number 1: DFT total energy -1576.1884 hartree. Number 2: DFT total energy -1838.3046 hartree. Number 3: DFT total energy -2149.6951 hartree. Number 4: DFT total energy -3988.6565 hartree. Number 5: DFT total energy -4062.0874 hartree. Number 6: DFT total energy -3458.2387 hartree.